1.
Below is one molecule with the formula C6H13FO3 in a non-equilibrium geometry, with properties calculated with ωB97M-V with the def2-TZVPD basis set.

HOMO-LUMO gap in eV: 9.718
ΔE to the lowest compared entry with this formula, charge and spin in kJ/mol: 0.0
E_tot in eV: -15290.8949
Structure (SMILES): COC(OC)(OC)[C@@H](C)F

Structure (ORCA input):
```
! wB97M-V def2-TZVPD RIJCOSX def2/J DEFGRID3
* xyz 0 1
C -1.40653 -1.38805 1.43843
O -1.02721 -0.84310 0.18261
C 0.11492 -0.07444 0.13564
O -0.10961 1.24347 -0.22806
C -1.37678 1.79846 0.08089
O 0.86232 -0.23444 1.27649
C 1.87318 0.72922 1.53897
C 1.02237 -0.75855 -1.34980
C 0.11249 -0.73602 -2.54093
F 2.12388 0.03447 -1.53206
H -2.37691 -1.84641 1.26467
H -1.49265 -0.61293 2.20133
H -0.68593 -2.13910 1.76875
H -1.54912 1.83594 1.15949
H -2.17630 1.23044 -0.39813
H -1.34667 2.80786 -0.32228
H 2.75316 0.17861 1.87468
H 1.53364 1.40140 2.33234
H 2.10702 1.30785 0.64849
H 1.36836 -1.74611 -1.04035
H -0.20368 0.28366 -2.73931
H 0.63635 -1.12058 -3.41475
H -0.75631 -1.35163 -2.33709
*
```

---

2.
Below is one molecule with the formula C4H9NO, with properties calculated with ωB97M-V with the def2-TZVPD basis set.

HOMO-LUMO gap in eV: 10.704
ΔE to the lowest compared entry with this formula, charge and spin in kJ/mol: 144.4
E_tot in eV: -7830.8236
Structure (SMILES): CCO/C=N/C

Structure (ORCA input):
```
! wB97M-V def2-TZVPD RIJCOSX def2/J DEFGRID3
* xyz 0 1
C -2.64213 -0.05990 -0.22412
C -1.32075 -0.58616 0.29882
O -0.59286 0.52245 0.84585
C 0.70265 0.64333 0.52380
N 1.35215 -0.16945 -0.18681
C 2.74208 0.16540 -0.45246
H -3.19671 0.45303 0.56742
H -2.47103 0.65134 -1.03870
H -3.25573 -0.88474 -0.60104
H -1.46437 -1.31231 1.10594
H -0.72429 -1.05601 -0.48501
H 1.10482 1.56224 0.96919
H 3.12469 -0.49262 -1.23701
H 3.36804 0.02217 0.43696
H 2.87032 1.20279 -0.79084
*
```

---

3.
Below is one molecule with the formula C3H10N2 in a non-equilibrium geometry, with properties calculated with ωB97M-V with the def2-TZVPD basis set.

HOMO-LUMO gap in eV: 10.283
ΔE to the lowest compared entry with this formula, charge and spin in kJ/mol: 85.5
E_tot in eV: -6252.5419
Structure (SMILES): CNCCN

Structure (ORCA input):
```
! wB97M-V def2-TZVPD RIJCOSX def2/J DEFGRID3
* xyz 0 1
C 0.07503 2.31287 -0.57991
N -0.58964 1.01533 -0.48637
C 0.24652 0.02542 0.22941
C -0.44941 -1.33840 0.24680
N 0.50874 -2.44126 0.39761
H -0.21351 2.96637 0.23637
H 1.17352 2.27828 -0.62968
H -0.25976 2.75883 -1.51429
H -0.68058 0.68548 -1.43966
H 0.20651 0.42541 1.24125
H 1.25468 -0.15604 -0.16351
H -1.18635 -1.59481 -0.51513
H -1.08672 -1.29532 1.15479
H -0.03606 -3.28359 0.56024
H 1.03702 -2.35857 1.26209
*
```

---

4.
Below is C5H12N4O as an isolated structure in a non-equilibrium geometry, with properties calculated with ωB97M-V with the def2-TZVPD basis set.

HOMO-LUMO gap in eV: 7.438
ΔE to the lowest compared entry with this formula, charge and spin in kJ/mol: 338.6
E_tot in eV: -13383.9273

Structure (ORCA input):
```
! wB97M-V def2-TZVPD RIJCOSX def2/J DEFGRID3
* xyz 0 1
C 1.73167 -0.57878 -0.52694
C 0.23969 1.53362 -1.19004
C 0.75460 0.23017 0.29258
N 0.11320 2.70784 -0.54888
N 0.98407 0.94677 1.33107
O 0.50761 1.36430 -2.35428
H 0.26164 2.67860 0.45375
H 0.34928 3.54094 -1.06532
H 0.49615 0.57663 2.15425
H 1.98704 -1.49071 0.01557
H 1.34028 -0.82971 -1.50809
H 2.62893 0.02481 -0.66098
C -0.73058 -2.08388 0.14904
C -0.84097 -0.58118 0.34283
N -1.42548 -0.26131 1.61379
N -1.21814 0.22234 -0.71357
H -1.90820 0.62860 1.57042
H -2.06278 -0.97824 1.93536
H -1.06405 -0.25324 -1.60117
H -0.15314 -2.53592 0.95667
H -1.73053 -2.52513 0.15181
H -0.26031 -2.33651 -0.79788
*
```

---

5.
Below is one molecule with the formula C4H7NO2 in a non-equilibrium geometry, with properties calculated with ωB97M-V with the def2-TZVPD basis set.

HOMO-LUMO gap in eV: 9.148
ΔE to the lowest compared entry with this formula, charge and spin in kJ/mol: 506.0
E_tot in eV: -9842.0353

Structure (ORCA input):
```
! wB97M-V def2-TZVPD RIJCOSX def2/J DEFGRID3
* xyz 0 1
O -1.57480 0.04355 -1.23010
C -1.24360 -0.28443 0.11707
C -0.35842 -1.51090 0.17137
N 1.02412 -0.05497 0.58842
C -0.24260 0.70625 0.75090
C 1.92888 0.26547 -0.41098
O 1.99066 1.34777 -0.96328
H -2.10603 0.85784 -1.22388
H -2.15578 -0.42242 0.72575
H 0.80836 -1.10975 0.92953
H -0.10336 -1.81461 -0.85875
H -0.42116 0.89857 1.81662
H -0.16940 1.65253 0.20520
H 2.62314 -0.57491 -0.61786
*
```

---

6.
Below is a 5-piece molecular cluster, C26H40INO19Si overall in a non-equilibrium geometry, with properties calculated with ωB97M-V with the def2-TZVPD basis set.

HOMO-LUMO gap in eV: 9.691
E_tot in eV: -83980.8363
Structure (SMILES): C[Si](C)(C)C(=O)O[C@](CON=O)(CC(=O)O)CC(=O)I.C[C@@H]1COC(=O)O1.C[C@@H]1COC(=O)O1.C[C@@H]1COC(=O)O1.C[C@@H]1COC(=O)O1

Structure (ORCA input):
```
! wB97M-V def2-TZVPD RIJCOSX def2/J DEFGRID3
* xyz 0 1
C -4.98702 3.90913 -3.57222
Si -5.45358 2.54138 -4.76913
C -6.24909 3.19227 -6.31559
C -6.61231 1.35554 -3.89241
C -3.88093 1.50290 -5.17366
O -3.95570 0.47450 -5.78544
O -2.67011 1.93796 -4.62736
C -1.43271 1.94924 -5.32129
C -1.28322 1.08026 -6.56977
O -2.07458 1.55505 -7.64587
N -1.90189 0.63276 -8.77761
O -2.88637 0.08050 -9.00422
C -0.35895 1.37488 -4.33469
C -0.89779 1.37446 -2.91711
O -1.22529 0.37953 -2.33986
O -0.96942 2.60421 -2.30434
C -1.02461 3.40935 -5.62059
C -2.00656 4.21163 -6.42706
O -3.13240 3.94563 -6.66583
I -1.20118 6.12552 -7.08650
H -5.83529 4.56764 -3.37561
H -4.14763 4.49247 -3.96062
H -4.67881 3.43797 -2.63387
H -6.37756 2.42914 -7.08646
H -5.73620 4.05888 -6.73437
H -7.25498 3.52187 -6.02668
H -6.74732 1.65221 -2.84847
H -7.59952 1.33550 -4.35937
H -6.22642 0.33346 -3.88660
H -0.22146 1.11617 -6.85376
H -1.53225 0.04321 -6.32463
H -0.13994 0.33164 -4.56178
H 0.54552 1.98163 -4.37992
H -1.69090 3.11022 -2.70880
H -0.92393 3.95095 -4.67142
H -0.03127 3.43610 -6.07373
C -0.92076 -1.44897 -0.00720
C -1.35035 -2.27643 1.17426
C -1.13886 -3.76820 1.02933
O -2.18401 -4.30931 1.84642
C -3.18626 -3.39545 1.90080
O -4.26582 -3.60406 2.34578
O -2.77538 -2.21673 1.37764
H -1.06682 -0.38850 0.18731
H 0.13252 -1.62511 -0.21273
H -1.50598 -1.69287 -0.89142
H -0.87487 -1.91334 2.09209
H -0.17076 -4.10688 1.39048
H -1.28433 -4.10567 0.00050
C 2.15522 2.26400 3.61066
C 2.45543 1.31515 2.48066
C 1.24429 0.77729 1.74286
O 1.69960 -0.51812 1.31381
C 2.66706 -0.91738 2.16398
O 3.12546 -2.01729 2.20141
O 3.03346 0.08789 2.97779
H 3.07878 2.62029 4.06533
H 1.59585 3.12380 3.24207
H 1.57077 1.76372 4.38402
H 3.17415 1.75868 1.78766
H 0.95102 1.37110 0.88127
H 0.38442 0.64357 2.40404
C 0.53123 -5.27819 4.98799
C 1.18664 -4.01321 5.47794
C 2.63778 -3.83757 5.08362
O 3.15672 -3.05895 6.17213
C 2.39306 -3.30692 7.26512
O 2.66374 -2.96064 8.36759
O 1.28480 -3.99981 6.91607
H -0.51708 -5.31096 5.28103
H 0.58663 -5.33500 3.90049
H 1.02502 -6.15108 5.41581
H 0.59938 -3.13825 5.18231
H 2.77154 -3.30572 4.14659
H 3.17572 -4.78802 5.04598
C 6.84481 -1.98554 5.86181
C 6.65419 -0.50562 5.65771
C 5.44849 -0.12466 4.82702
O 5.87340 1.10156 4.21356
C 7.22703 1.08470 4.14243
O 7.87840 1.86293 3.52572
O 7.72304 0.05795 4.86826
H 7.71018 -2.18036 6.49402
H 5.96193 -2.41471 6.33699
H 7.01235 -2.48062 4.90453
H 6.64503 0.01806 6.61748
H 4.54990 0.04568 5.41340
H 5.23390 -0.85197 4.04220
*
```